Record 1
Computed, not measured: a 2-piece molecular cluster, C4H12N2O overall in a non-equilibrium geometry, with ωB97M-V/def2-TZVPD.

Geometry as ORCA input:
```
! wB97M-V def2-TZVPD RIJCOSX def2/J DEFGRID3
* xyz 0 1
C -2.59114 -0.25221 -0.56161
C -1.26214 0.48954 -0.61535
C -0.06976 -0.37820 -0.22519
N 1.11596 0.45035 -0.00871
C 2.24995 0.00849 -0.41451
N 2.73497 -1.22456 -0.11441
H -2.43959 -1.24685 -0.13566
H -3.08012 -0.45819 -1.50599
H -3.25432 0.22799 0.15678
H -1.27712 1.34191 0.06010
H -0.97755 0.92205 -1.57701
H -0.30555 -1.03303 0.62225
H 0.09833 -1.07329 -1.05978
H 2.84782 0.69437 -1.01554
H 3.48658 -1.61453 -0.66201
H 2.04621 -1.90375 0.17391
O 0.30567 1.51115 2.64620
H 0.30347 1.11154 1.76157
H 0.06833 2.42719 2.47496
*
```

The energy relative to the best compared isomer or geometry (same formula, charge and spin) is 45.6 kcal/mol. The calculation puts the HOMO energy at -8.594 eV. The value obtained for the total energy is -344.3124 hartree. As for the strongest force on any atom: 2.137 eV Å⁻¹. For the molecular weight, the calculation gives 104.2 Da. Its SMILES is CCC/N=C\N.O. The value obtained for the frontier orbital gap is 9.36 eV.


Record 2
Computed, not measured: C25H19IrNO4P as an isolated structure in a non-equilibrium geometry, with ωB97M-V/def2-TZVPD.

Geometry as ORCA input:
```
! wB97M-V def2-TZVPD RIJCOSX def2/J DEFGRID3
* xyz 3 2
Ir 0.82958 0.86348 -0.73076
O 2.73465 0.51776 -4.37217
C 2.38319 0.54474 -3.13802
O 1.19994 0.47017 -2.75099
C 3.49462 0.63440 -2.14133
C 4.85238 0.49144 -2.35537
C 5.68184 0.53005 -1.23239
C 5.13654 0.72072 0.04105
C 3.76398 0.85504 0.14310
N 2.99456 0.79911 -0.92840
C 2.88382 0.97276 1.35898
O 3.33795 1.16080 2.55021
O 1.65855 0.84023 1.21618
H 1.98146 0.43867 -4.98962
H 5.24680 0.35091 -3.35346
H 6.75054 0.40008 -1.34509
H 5.78676 0.75417 0.90682
H 4.29592 1.29923 2.61768
C 0.15127 -1.13362 4.23185
C -0.60089 -0.00972 3.91668
C -0.99777 0.21821 2.60956
C -0.66606 -0.71819 1.62449
C 0.10031 -1.84706 1.93870
C 0.49017 -2.05923 3.24844
P -1.22871 -0.49133 -0.03590
C -2.41493 -1.66819 -0.52421
C -2.59292 -2.86340 0.20197
C -3.60110 -3.72244 -0.17830
C -4.38210 -3.43633 -1.29722
C -4.17991 -2.27352 -2.04158
C -3.17365 -1.40489 -1.68636
C -1.87245 1.12523 -0.25735
C -3.14951 1.64068 -0.22996
C -3.27654 3.01985 -0.43033
C -2.14928 3.83528 -0.69343
C -0.88032 3.31027 -0.76529
C -0.74059 1.92244 -0.55997
H 0.48440 -1.28708 5.24985
H -0.89702 0.68136 4.69430
H -1.59920 1.08697 2.37406
H 0.39984 -2.54781 1.16640
H 1.06791 -2.93757 3.50401
H -1.98250 -3.09458 1.06161
H -3.78751 -4.61807 0.39812
H -5.15703 -4.13078 -1.59546
H -4.80929 -2.05531 -2.89304
H -2.97506 -0.52973 -2.29300
H -4.01308 1.02277 -0.02145
H -4.25638 3.47682 -0.37503
H -2.28864 4.89699 -0.85085
H -0.03454 3.94823 -0.98772
*
```

The calculation puts the HOMO energy (alpha / beta) at -17.523 / -17.480 eV. The value obtained for the total energy is -1764.4300 hartree. As for the strongest force on any atom: 2.088 eV Å⁻¹. The expectation value of S² is 0.787. For the molecular weight, the calculation gives 620.6 Da. The value obtained for the frontier orbital gap (alpha / beta) is 6.36 / 5.65 eV.


Record 3
Computed, not measured: a 11-piece molecular cluster, C25H51Cl20IN3O2 overall in a non-equilibrium geometry, with ωB97M-V/def2-TZVPD.

Geometry as ORCA input:
```
! wB97M-V def2-TZVPD RIJCOSX def2/J DEFGRID3
* xyz 1 1
C -0.09078 -3.48776 3.11009
C 0.56408 -2.14150 2.87481
O -0.09810 -1.52719 1.75511
C 0.03988 -0.15220 1.78578
N 0.29903 0.36404 0.39729
C 1.76244 0.06854 0.10919
C 1.99814 -0.58052 -1.25574
O 1.84230 0.01501 -2.29605
N 2.45368 -1.91685 -1.24190
C 3.91831 -1.78779 -0.88756
C 2.43872 -2.44306 -2.61263
C -0.62414 -0.26152 -0.58377
C -2.08271 -0.01954 -0.22791
C -2.92126 -0.84780 -1.19543
C -4.35704 -1.04037 -0.70796
C -4.43003 -1.83919 0.61095
C -5.17854 -1.79679 -1.74900
N -2.32217 1.40902 -0.43732
C -1.50054 2.16138 0.50953
C -0.00839 1.85146 0.42168
I 0.75485 2.90405 -1.30479
H -1.14125 -3.31417 3.32529
H -0.06061 -4.01620 2.16118
H 0.39082 -4.03987 3.90448
H 1.60049 -2.32077 2.58090
H 0.49292 -1.52916 3.77013
H 0.84438 0.14533 2.45399
H -0.88122 0.26325 2.19219
H 2.12831 -0.62828 0.85395
H 2.37302 0.95592 0.23623
H 4.46104 -2.63679 -1.27765
H 4.31232 -0.89226 -1.40568
H 4.05120 -1.66314 0.18436
H 3.25801 -2.03205 -3.19539
H 1.47655 -2.31761 -3.09011
H 2.62145 -3.51299 -2.54371
H -0.49919 -1.33394 -0.68388
H -0.49989 0.15882 -1.57342
H -2.33747 -0.37713 0.77373
H -2.47507 -1.84778 -1.21382
H -2.86839 -0.46409 -2.21219
H -4.77470 -0.05142 -0.53899
H -3.45945 -1.98832 1.08279
H -5.03821 -1.30767 1.34116
H -4.89442 -2.81131 0.48557
H -4.93912 -2.85647 -1.72770
H -6.22368 -1.73322 -1.45417
H -5.02526 -1.38779 -2.73317
H -3.30666 1.59919 -0.28892
H -1.89637 2.06028 1.52757
H -1.60314 3.21257 0.26353
H 0.47909 2.27181 1.29356
C 4.32085 -3.83505 3.49051
Cl 4.44351 -2.08316 3.70455
Cl 4.70554 -4.32497 1.84496
H 5.00850 -4.31290 4.17777
H 3.30412 -4.14337 3.70590
C 1.48958 -0.62472 -6.44780
Cl 0.11473 -1.54328 -7.07799
Cl 2.92640 -1.63550 -6.25968
H 1.71415 0.17951 -7.14016
H 1.22237 -0.22216 -5.47623
C -1.23991 -1.58235 6.52454
Cl -2.58136 -2.61913 6.02618
Cl 0.27805 -2.48655 6.64544
H -1.11827 -0.79548 5.79136
H -1.46849 -1.15472 7.49299
C 7.14512 -2.02489 -4.47339
Cl 6.95858 -2.57670 -2.79524
Cl 5.93036 -2.67914 -5.57592
H 7.07419 -0.94339 -4.48997
H 8.12233 -2.34194 -4.81655
C 0.11226 2.83103 -7.57343
Cl 1.54805 2.27765 -8.44938
Cl -0.90634 3.86525 -8.57347
H -0.46360 1.96336 -7.26948
H 0.43238 3.39299 -6.70390
C 5.60774 1.91365 -1.81039
Cl 6.03013 0.20184 -1.97965
Cl 5.65146 2.42924 -0.11891
H 6.31330 2.50784 -2.37841
H 4.60229 2.06075 -2.19095
C -4.47896 1.08066 5.36800
Cl -4.34778 0.19250 3.84150
Cl -2.89834 1.27889 6.13692
H -4.89208 2.06177 5.16789
H -5.12708 0.53072 6.03959
C -7.31067 1.34076 -2.09058
Cl -6.40212 2.11421 -0.78030
Cl -6.25738 0.71319 -3.36471
H -7.88638 0.52005 -1.67911
H -7.97191 2.08045 -2.52495
C 0.22580 6.18564 0.90421
Cl -1.24551 7.13687 0.70019
Cl 0.04929 4.98381 2.19647
H 0.43921 5.66969 -0.02369
H 1.04207 6.85051 1.16059
C 0.22793 4.18639 6.04154
Cl -0.54650 5.71659 5.64291
Cl -0.00870 2.96830 4.76817
H 1.29116 4.35213 6.16579
H -0.20327 3.80699 6.96018
*
```

The calculation puts the HOMO energy at -11.901 eV. The value obtained for the total energy is -10799.1393 hartree. As for the strongest force on any atom: 1.642 eV Å⁻¹. For the molecular weight, the calculation gives 1261.7 Da. The value obtained for the frontier orbital gap is 9.35 eV.


Record 4
Computed, not measured: C13H15FN as an isolated structure in a non-equilibrium geometry, with ωB97M-V/def2-TZVPD.

Geometry as ORCA input:
```
! wB97M-V def2-TZVPD RIJCOSX def2/J DEFGRID3
* xyz 1 1
C -1.24622 2.65540 -1.41779
C -0.08576 2.66633 -0.64872
C -1.76206 1.45601 -2.01376
C 0.54597 1.44914 -0.32975
C -1.23340 0.30362 -1.51927
C 1.37937 0.01312 1.57733
C 2.62604 -0.40412 2.40409
C 1.71324 1.09977 0.55776
C 0.15764 -0.36181 1.93221
C -1.36849 -1.17947 -1.49146
C -0.05965 -1.11496 -0.74614
C 0.80562 -2.01344 -0.34229
C -2.57225 -1.75595 -0.68040
N -0.10385 0.33253 -0.72734
F -2.46955 -3.13828 -0.81492
H -1.86068 3.51379 -1.72456
H 0.29191 3.52859 -0.26894
H -2.65639 1.56710 -2.69960
H 2.42784 -1.24687 2.90135
H 2.93834 0.54228 2.92957
H 2.51692 0.74253 -0.02697
H 2.13694 2.00607 0.82560
H 0.08334 -1.09482 2.61830
H -0.68064 0.25535 1.49622
H -1.39648 -1.48655 -2.45260
H 3.43877 -0.55256 1.61842
H 1.73530 -1.97069 0.28972
H 0.61380 -2.97342 -0.59654
H -3.46812 -1.53163 -1.06600
H -2.44750 -1.30705 0.41649
*
```

The energy relative to the best compared isomer or geometry (same formula, charge and spin) is 17.4 kcal/mol. The calculation puts the HOMO energy at -12.726 eV. The value obtained for the total energy is -658.5931 hartree. As for the strongest force on any atom: 6.546 eV Å⁻¹. For the molecular weight, the calculation gives 204.3 Da. The value obtained for the frontier orbital gap is 8.23 eV.


Record 5
Computed, not measured: a single C3H6I2S molecule in a non-equilibrium geometry, with ωB97M-V/def2-TZVPD.

Geometry as ORCA input:
```
! wB97M-V def2-TZVPD RIJCOSX def2/J DEFGRID3
* xyz 0 1
C -0.12939 0.42036 1.17801
C -0.30819 0.53392 -1.32505
C -0.23920 -0.50372 -0.00031
S 0.92747 -1.84576 0.17633
I -1.98915 -1.89544 -0.15269
I 3.07067 -0.83097 0.22688
H -0.97422 1.11024 1.17792
H 0.80309 1.06570 1.00088
H -0.09006 -0.10510 2.07955
H -0.61256 -0.11967 -2.12038
H 0.69621 1.03194 -1.23910
H -1.15466 1.13849 -1.00204
*
```

The energy relative to the best compared isomer or geometry (same formula, charge and spin) is 6.9 kcal/mol. The calculation puts the HOMO energy at -8.719 eV. The value obtained for the total energy is -1111.4559 hartree. As for the strongest force on any atom: 4.264 eV Å⁻¹. For the molecular weight, the calculation gives 328.0 Da. The value obtained for the frontier orbital gap is 8.22 eV.